Entry 1:
{"formula": "C30H75ClFeO24P5", "method": "ωB97M-V with the def2-TZVPD basis set", "symbols": ["Fe", "Cl", "O", "O", "O", "O", "C", "C", "O", "P", "O", "O", "C", "C", "O", "C", "C", "H", "H", "H", "H", "H", "H", "H", "H", "H", "H", "H", "H", "H", "H", "H", "C", "C", "O", "P", "O", "O", "C", "C", "O", "C", "C", "H", "H", "H", "H", "H", "H", "H", "H", "H", "H", "H", "H", "H", "H", "H", "C", "C", "O", "P", "O", "O", "C", "C", "O", "C", "C", "H", "H", "H", "H", "H", "H", "H", "H", "H", "H", "H", "H", "H", "H", "H", "C", "C", "O", "P", "O", "O", "C", "C", "O", "C", "C", "H", "H", "H", "H", "H", "H", "H", "H", "H", "H", "H", "H", "H", "H", "H", "C", "C", "O", "P", "O", "O", "C", "C", "O", "C", "C", "H", "H", "H", "H", "H", "H", "H", "H", "H", "H", "H", "H", "H", "H", "H"], "coordinates": [[-1.88, -7.26, 14.79], [0.59, -5.69, 12.96], [1.19, -4.38, 12.71], [0.41, -6.31, 11.71], [1.54, -6.35, 13.80], [-0.67, -5.49, 13.69], [-6.00, -11.07, 11.49], [-5.26, -9.85, 11.00], [-4.66, -9.24, 12.13], [-4.26, -7.62, 12.28], [-3.41, -7.29, 13.45], [-3.58, -7.19, 10.83], [-3.32, -5.74, 10.62], [-4.49, -5.20, 9.81], [-5.71, -7.01, 12.16], [-6.41, -6.39, 13.25], [-7.82, -6.95, 13.01], [-6.18, -11.80, 10.71], [-5.26, -11.73, 11.93], [-6.88, -10.92, 12.13], [-4.57, -10.17, 10.21], [-6.03, -9.16, 10.65], [-3.24, -5.15, 11.53], [-2.33, -5.74, 10.19], [-4.58, -5.69, 8.84], [-5.44, -5.31, 10.33], [-4.42, -4.11, 9.73], [-6.15, -6.74, 14.25], [-6.35, -5.30, 13.23], [-8.63, -6.37, 13.46], [-8.20, -7.19, 12.01], [-7.72, -7.87, 13.59], [3.69, -10.12, 16.75], [3.04, -8.94, 17.35], [1.87, -8.62, 16.60], [0.48, -8.07, 17.22], [-0.52, -7.58, 16.25], [0.89, -6.98, 18.28], [1.24, -5.68, 17.89], [0.18, -4.81, 18.48], [0.03, -9.23, 18.12], [-0.37, -10.52, 17.57], [-0.57, -11.49, 18.76], [4.77, -9.99, 16.70], [3.40, -10.92, 17.42], [3.53, -10.28, 15.68], [2.81, -9.26, 18.36], [3.81, -8.17, 17.37], [2.23, -5.57, 18.35], [1.38, -5.46, 16.83], [0.12, -4.91, 19.56], [0.33, -3.75, 18.25], [-0.84, -5.00, 18.15], [-1.26, -10.39, 16.95], [0.47, -10.79, 16.92], [0.35, -11.78, 19.27], [-1.24, -11.14, 19.55], [-0.96, -12.44, 18.40], [-7.50, -3.19, 15.97], [-6.03, -2.97, 16.20], [-5.23, -4.12, 15.77], [-3.78, -4.70, 16.48], [-3.00, -5.64, 15.70], [-3.10, -3.27, 16.94], [-2.43, -2.56, 16.03], [-2.11, -1.25, 16.66], [-4.47, -5.38, 17.77], [-4.30, -4.87, 19.10], [-5.64, -5.03, 19.78], [-8.02, -2.69, 16.79], [-7.85, -2.61, 15.12], [-7.86, -4.22, 16.00], [-5.71, -2.15, 15.57], [-6.04, -2.76, 17.27], [-1.53, -3.03, 15.64], [-3.14, -2.25, 15.26], [-2.95, -0.56, 16.72], [-1.79, -1.46, 17.68], [-1.35, -0.72, 16.08], [-3.52, -5.34, 19.69], [-3.97, -3.83, 19.06], [-5.91, -6.01, 20.18], [-5.72, -4.40, 20.67], [-6.47, -4.69, 19.16], [-4.09, -13.12, 18.44], [-4.34, -12.45, 17.07], [-3.54, -11.26, 16.99], [-4.17, -9.82, 16.52], [-3.29, -8.68, 16.13], [-5.15, -10.45, 15.37], [-6.38, -9.84, 15.01], [-7.56, -10.79, 15.11], [-5.30, -9.54, 17.67], [-5.07, -8.63, 18.71], [-4.44, -9.37, 19.82], [-4.85, -13.86, 18.67], [-3.08, -13.35, 18.76], [-4.30, -12.32, 19.15], [-4.15, -13.13, 16.24], [-5.43, -12.37, 16.99], [-6.67, -8.94, 15.56], [-6.37, -9.74, 13.93], [-7.91, -10.89, 16.14], [-8.39, -10.54, 14.45], [-7.36, -11.73, 14.62], [-4.45, -7.82, 18.34], [-5.99, -8.17, 19.05], [-5.00, -10.29, 20.02], [-3.40, -9.66, 19.67], [-4.55, -8.81, 20.75], [2.36, -9.92, 12.55], [1.34, -10.30, 13.54], [0.20, -10.93, 13.06], [-1.17, -10.04, 12.95], [-1.52, -9.05, 14.04], [-1.25, -9.39, 11.49], [-0.74, -10.04, 10.38], [-1.68, -10.08, 9.17], [-2.29, -11.18, 12.76], [-2.53, -12.14, 13.72], [-2.71, -13.61, 13.19], [2.01, -9.14, 11.88], [3.30, -9.61, 13.01], [2.55, -10.81, 11.95], [1.61, -10.97, 14.37], [0.99, -9.31, 13.83], [0.11, -9.46, 10.01], [-0.28, -10.99, 10.68], [-1.84, -9.04, 8.86], [-1.26, -10.58, 8.30], [-2.57, -10.69, 9.33], [-1.70, -12.18, 14.43], [-3.50, -11.97, 14.19], [-3.30, -14.23, 13.86], [-3.24, -13.59, 12.24], [-1.71, -14.02, 13.02]], "e_homo_ev": [-10.8, -10.8], "energy_ha": -6424.50547, "charge": 1, "orbital_gap_ha": [0.345, 0.344], "largest_force_ev_per_a": 6.46, "spin_multiplicity": 5}


Entry 2:
{"formula": "CHNO2S", "method": "ωB97M-V with the def2-TZVPD basis set", "symbols": ["C", "N", "O", "O", "S", "H"], "coordinates": [[0.07, 0.62, -0.47], [1.27, 1.16, 0.33], [1.53, 0.63, 1.38], [1.97, 2.01, -0.17], [-0.37, 1.36, -1.77], [-0.52, -0.36, -0.07]], "e_homo_ev": [-8.3, -11.2], "energy_ha": -641.90818, "orbital_gap_ha": [0.329, 0.278], "relative_energy_kj_mol": 445.07, "largest_force_ev_per_a": 6.66, "spin_multiplicity": 3}


Entry 3:
{"formula": "C48H39BrN3O3P2ReS3", "method": "ωB97M-V with the def2-TZVPD basis set", "symbols": ["Re", "S", "P", "C", "P", "S", "C", "C", "C", "C", "C", "C", "C", "C", "C", "C", "C", "C", "C", "C", "C", "C", "C", "C", "C", "C", "C", "C", "C", "C", "H", "H", "H", "H", "H", "H", "H", "H", "H", "H", "H", "H", "H", "H", "H", "H", "H", "H", "H", "H", "N", "C", "C", "C", "C", "C", "N", "H", "H", "H", "H", "H", "H", "O", "S", "C", "C", "C", "C", "C", "C", "C", "C", "C", "C", "C", "C", "H", "H", "H", "H", "H", "H", "H", "H", "H", "H", "Br", "C", "C", "N", "C", "C", "C", "C", "O", "O", "H", "H", "H"], "coordinates": [[1.49, 0.61, -0.01], [-0.16, -2.12, -2.02], [-0.73, -1.75, -0.18], [0.47, -0.80, 0.75], [1.37, -1.30, 2.19], [2.89, 0.02, 1.83], [1.91, -3.02, 2.08], [2.73, -3.38, 1.01], [3.11, -4.71, 0.85], [2.68, -5.66, 1.77], [1.87, -5.30, 2.83], [1.48, -3.98, 2.99], [0.67, -1.09, 3.83], [-0.67, -0.79, 4.05], [-1.14, -0.63, 5.34], [-0.27, -0.76, 6.41], [1.07, -1.04, 6.20], [1.55, -1.20, 4.91], [-1.11, -3.27, 0.73], [-0.66, -4.50, 0.26], [-0.95, -5.66, 0.96], [-1.69, -5.60, 2.13], [-2.16, -4.38, 2.60], [-1.88, -3.22, 1.90], [-2.27, -0.79, -0.12], [-3.35, -1.18, -0.90], [-4.52, -0.45, -0.89], [-4.62, 0.69, -0.10], [-3.55, 1.09, 0.69], [-2.38, 0.35, 0.68], [3.08, -2.63, 0.31], [3.75, -4.99, 0.03], [2.98, -6.69, 1.65], [1.53, -6.04, 3.54], [0.84, -3.70, 3.81], [-1.33, -0.64, 3.21], [-2.18, -0.39, 5.50], [-0.64, -0.63, 7.42], [1.75, -1.12, 7.04], [2.60, -1.41, 4.75], [-0.08, -4.53, -0.65], [-0.59, -6.61, 0.59], [-1.92, -6.51, 2.67], [-2.76, -4.34, 3.50], [-2.29, -2.28, 2.24], [-3.26, -2.06, -1.53], [-5.36, -0.76, -1.49], [-5.54, 1.27, -0.09], [-3.63, 1.98, 1.30], [-1.54, 0.66, 1.30], [3.99, 2.25, -0.76], [4.06, 1.14, -1.54], [5.01, 1.01, -2.56], [5.02, -0.13, -3.33], [4.08, -1.13, -3.10], [3.15, -0.93, -2.11], [3.13, 0.18, -1.35], [4.75, 2.91, -0.83], [3.62, 2.14, 0.18], [5.74, 1.80, -2.70], [5.76, -0.24, -4.12], [4.06, -2.04, -3.68], [2.37, -1.65, -1.91], [0.61, 1.37, -1.81], [-0.72, 1.05, -2.53], [-1.44, 2.67, -2.72], [-0.64, 3.80, -2.81], [-1.26, 5.04, -2.90], [-2.64, 5.13, -2.91], [-3.42, 3.99, -2.82], [-2.82, 2.74, -2.72], [-0.21, 0.68, -4.19], [-1.10, 0.00, -5.00], [-0.73, -0.30, -6.30], [0.52, 0.07, -6.77], [1.41, 0.73, -5.94], [1.05, 1.05, -4.64], [0.44, 3.71, -2.78], [-0.65, 5.94, -2.96], [-3.12, 6.10, -2.98], [-4.50, 4.06, -2.82], [-3.41, 1.84, -2.61], [-2.07, -0.30, -4.61], [-1.42, -0.83, -6.94], [0.81, -0.18, -7.78], [2.39, 1.01, -6.31], [1.74, 1.56, -3.97], [-1.79, 6.50, 4.81], [-1.34, 5.67, 3.18], [-1.61, 6.32, 1.98], [-1.33, 5.79, 0.80], [-0.74, 4.60, 0.77], [-0.44, 3.88, 1.92], [-0.75, 4.42, 3.16], [0.18, 2.52, 1.86], [0.22, 1.78, 2.82], [0.59, 2.20, 0.64], [-2.08, 7.30, 1.99], [-0.52, 4.18, -0.21], [-0.53, 3.88, 4.07]], "e_homo_ev": [-10.2, -10.1], "energy_ha": -6772.00353, "charge": 1, "orbital_gap_ha": [0.284, 0.271], "relative_energy_kj_mol": 1.40, "largest_force_ev_per_a": 0.68, "spin_multiplicity": 2}


Entry 4:
{"formula": "C5H12N2", "method": "ωB97M-V with the def2-TZVPD basis set", "symbols": ["C", "N", "C", "C", "C", "C", "N", "H", "H", "H", "H", "H", "H", "H", "H", "H", "H", "H", "H"], "coordinates": [[-2.93, 0.72, 1.78], [-1.83, 1.11, 0.82], [-0.93, -0.03, 0.75], [-0.34, -0.49, -0.41], [1.13, -0.97, -0.29], [1.97, -0.58, -1.50], [2.70, 0.69, -1.32], [-2.48, 0.11, 2.59], [-3.72, 0.07, 1.24], [-3.49, 1.59, 2.25], [-1.69, 1.59, -0.08], [-0.77, -0.46, 1.77], [-0.81, -0.73, -1.36], [1.52, -0.51, 0.64], [1.40, -2.03, -0.02], [1.20, -0.29, -2.28], [2.55, -1.49, -1.92], [3.37, 0.49, -0.54], [3.15, 1.21, -2.11]], "e_homo_ev": -7.6, "energy_ha": -307.09932, "smiles": "CN/C=C/CCN", "orbital_gap_ha": 0.322, "relative_energy_kj_mol": 341.37, "largest_force_ev_per_a": 4.11}


Entry 5:
{"formula": "C2H4N2O2", "method": "ωB97M-V with the def2-TZVPD basis set", "symbols": ["N", "C", "O", "N", "C", "O", "H", "H", "H", "H"], "coordinates": [[1.97, 0.06, 0.06], [0.72, -0.30, 0.45], [0.48, -0.96, 1.44], [-0.25, 0.22, -0.46], [-1.45, -0.02, -0.13], [-2.47, 0.40, -0.86], [2.76, -0.24, 0.60], [2.11, 0.59, -0.79], [-1.76, -0.56, 0.77], [-2.10, 0.86, -1.63]], "e_homo_ev": -10.0, "energy_ha": -338.63171, "smiles": "NC(=O)/N=C/O", "orbital_gap_ha": 0.400, "relative_energy_kj_mol": 56.40, "largest_force_ev_per_a": 0.43}


Entry 6:
{"formula": "C2H4Cl2O5", "method": "ωB97M-V with the def2-TZVPD basis set", "symbols": ["C", "C", "O", "O", "Cl", "Cl", "O", "H", "H", "H", "H", "O", "O"], "coordinates": [[-1.86, 0.09, 0.21], [-0.55, 0.09, -0.53], [0.57, 0.08, 0.33], [1.68, 0.01, -0.42], [-0.43, -1.33, -1.55], [-0.42, 1.52, -1.53], [-2.94, 0.09, -0.70], [-1.93, -0.81, 0.84], [-1.93, 0.97, 0.85], [-3.81, 0.09, -0.24], [3.11, -0.01, 0.58], [3.92, 0.17, 1.10], [4.59, -0.96, 1.07]], "e_homo_ev": [-9.8, -10.4], "energy_ha": -1374.88911, "orbital_gap_ha": [0.359, 0.286], "relative_energy_kj_mol": 93.84, "largest_force_ev_per_a": 1.72}